1.
Molecular formula: C4H7Br
Method: DFT, the ωB97M-V functional and the def2-TZVPD basis

Values from the calculation:
**Calculated total energy**: -74299.8490 eV
**Charge**: 0
**LUMO (spin up / spin down)**: 0.21 / 0.17 eV
**ΔE to the lowest compared entry with this formula, charge and spin**: 365.15 kJ/mol
**HOMO-LUMO gap (spin up / spin down)**: 0.3027 / 0.3054 Ha

Each line ends with the Mulliken charge.
Atoms and positions in Å:
C: -0.01056 1.40132 0.04226  -1.146
C: 0.01351 -0.00657 -0.43404  0.770
C: -1.14681 -0.43687 0.47717  -0.607
C: 1.18424 -0.98873 -0.19575  -1.412
Br: -2.90947 0.02831 0.02454  -0.134
H: 0.19992 1.72751 1.03025  0.358
H: -0.55200 2.08532 -0.45117  0.426
H: -0.05357 0.14303 -1.53860  0.221
H: -1.15983 -0.38771 1.59065  0.361
H: 1.78496 -1.17808 -1.11102  0.321
H: 0.84541 -1.89838 0.14583  0.424
H: 1.80420 -0.48915 0.41987  0.417


2.
Molecular formula: C4H7Br2N2
Method: DFT, the ωB97M-V functional and the def2-TZVPD basis

Values from the calculation:
**Calculated total energy**: -147316.4001 eV
**Charge**: +1
**LUMO**: -4.78 eV
**ΔE to the lowest compared entry with this formula, charge and spin**: 360.07 kJ/mol
**HOMO-LUMO gap**: 0.3051 Ha

Each line ends with the Mulliken charge.
Atoms and positions in Å:
C: 0.36337 0.44158 -0.70398  0.676
C: -0.51956 -1.28865 0.14134  -0.209
C: -0.15870 1.34615 1.44664  -0.222
C: 0.96268 0.35228 -2.00197  -1.464
N: 0.31573 1.07937 0.29242  0.019
N: -0.66207 -0.96184 1.47036  -0.304
Br: 0.56563 -2.65944 -0.42818  0.001
Br: -1.99226 1.95554 1.67940  -0.033
H: -1.31657 -1.04226 -0.60651  0.434
H: 0.42336 2.01932 2.01879  0.434
H: 0.45719 -0.07732 -2.79207  0.412
H: 1.96543 -0.20072 -2.00253  0.359
H: 1.33429 1.30891 -2.37085  0.378
H: -1.60073 -0.75165 1.73621  0.274
H: -0.13779 -1.52129 2.12092  0.246


3.
Molecular formula: C4H7BrCl2OS
Method: DFT, the ωB97M-V functional and the def2-TZVPD basis

Values from the calculation:
**Calculated total energy**: -112228.6006 eV
**Charge**: 0
**LUMO (spin up / spin down)**: -0.80 / -0.73 eV
**ΔE to the lowest compared entry with this formula, charge and spin**: 220.76 kJ/mol
**HOMO-LUMO gap (spin up / spin down)**: 0.2834 / 0.2908 Ha

Each line ends with the Mulliken charge.
Atoms and positions in Å:
C: -2.19314 -1.54342 1.27377  -0.956
C: 1.24209 0.37351 -0.65653  -0.405
C: 2.42921 1.25704 -0.62166  -0.516
C: -1.62306 -0.82748 0.02047  0.134
O: -0.08342 2.09778 0.85141  -0.502
S: 0.31429 0.69577 0.87188  0.440
Cl: 3.46308 1.11446 -1.93644  -0.180
Cl: -1.01447 -1.97211 -1.07615  -0.137
Br: -2.69304 0.56432 -0.68898  -0.023
H: -1.31676 -1.77671 1.96299  0.239
H: -2.99441 -0.80870 1.67391  0.306
H: -2.63481 -2.47544 0.82705  0.363
H: 0.51448 0.66624 -1.53903  0.286
H: 1.53577 -0.73536 -0.82548  0.362
H: 3.04828 1.03934 0.26800  0.286
H: 2.00588 2.33077 -0.40520  0.303


4.
Molecular formula: C4H7BrN2
Method: DFT, the ωB97M-V functional and the def2-TZVPD basis

Values from the calculation:
**Calculated total energy**: -77278.0763 eV
**Charge**: 0
**LUMO**: -0.10 eV
**ΔE to the lowest compared entry with this formula, charge and spin**: 469.70 kJ/mol
**HOMO-LUMO gap**: 0.3015 Ha

Each line ends with the Mulliken charge.
Atoms and positions in Å:
C: 1.61603 1.00453 -0.41960  -0.127
C: -2.85394 -0.89354 -1.07342  -0.230
C: 2.33214 1.76610 0.67132  -1.014
C: -2.18976 -1.95013 -0.39778  -0.144
N: 0.77548 0.12584 0.00605  0.670
N: 0.09787 -0.73112 0.33084  -0.861
Br: -3.35636 0.54712 0.13488  -0.148
H: 1.77375 0.94111 -1.46191  0.425
H: 1.94493 1.59563 1.66579  0.324
H: 2.40142 2.78393 0.45604  0.296
H: 3.30160 1.33777 0.84244  0.283
H: -1.20625 -1.38623 -0.20846  -0.033
H: -2.58992 -2.35235 0.54711  0.310
H: -2.04700 -2.78868 -1.09330  0.250


5.
Molecular formula: C4H7BrN2O2
Method: DFT, the ωB97M-V functional and the def2-TZVPD basis

Values from the calculation:
**Calculated total energy**: -81372.8486 eV
**Charge**: 0
**LUMO**: 0.00 eV
**ΔE to the lowest compared entry with this formula, charge and spin**: 481.88 kJ/mol
**HOMO-LUMO gap**: 0.3470 Ha
**SMILES string**: [O-][N+]#CBr.CC/C=N/O

Each line ends with the Mulliken charge.
Atoms and positions in Å:
C: -1.56746 -0.85574 0.93014  -1.051
C: -0.62363 -1.30310 -0.13785  -0.155
C: -0.06574 -0.20219 -0.93560  -0.561
C: 2.21573 0.40250 0.43551  0.096
N: -0.51213 0.95238 -0.77840  -0.319
N: 1.96564 1.37576 1.02470  0.536
O: 0.12501 1.98351 -1.54552  -0.402
O: 1.48281 2.26529 1.60296  -0.598
Br: 3.34211 -0.82598 -0.26514  0.012
H: -2.43855 -0.70991 0.40709  0.302
H: -1.10648 0.04733 1.39461  0.253
H: -1.70620 -1.58149 1.84481  0.298
H: -1.25133 -2.02189 -0.91640  0.270
H: 0.12093 -1.81783 0.37905  0.230
H: 0.68714 -0.25405 -1.71730  0.719
H: -0.66785 2.54540 -1.72266  0.370


6.
Molecular formula: C4H7BrN2S
Method: DFT, the ωB97M-V functional and the def2-TZVPD basis

Values from the calculation:
**Calculated total energy**: -88116.1853 eV
**Charge**: 0
**LUMO (spin up / spin down)**: 0.04 / -0.05 eV
**ΔE to the lowest compared entry with this formula, charge and spin**: 137.86 kJ/mol
**HOMO-LUMO gap (spin up / spin down)**: 0.2555 / 0.2547 Ha

Each line ends with the Mulliken charge.
Atoms and positions in Å:
C: -1.18266 -1.18757 1.67659  -0.316
C: 1.06651 -0.58075 0.66412  0.329
C: -0.20251 0.96744 -1.14406  -0.870
C: 2.40338 -0.08817 0.29921  -0.757
N: -1.18661 -0.25116 0.62280  -1.010
N: -0.06194 -0.01397 0.11955  0.912
S: 0.59437 -1.47892 2.06527  -0.172
Br: 2.72497 1.86038 1.03798  -0.230
H: -1.69340 -0.74364 2.60242  0.237
H: -1.74081 -2.13655 1.59852  0.275
H: 0.13893 1.96711 -0.82714  0.322
H: -1.19248 1.11840 -1.32906  0.345
H: 0.40212 0.63774 -1.97929  0.322
H: 2.34376 0.28473 -0.79918  0.192
H: 3.33820 -0.69494 0.51581  0.421


7.
Molecular formula: C4H7BrNS
Method: DFT, the ωB97M-V functional and the def2-TZVPD basis

Values from the calculation:
**Calculated total energy**: -86617.6303 eV
**Charge**: +1
**LUMO**: -6.41 eV
**ΔE to the lowest compared entry with this formula, charge and spin**: 487.93 kJ/mol
**HOMO-LUMO gap**: 0.2339 Ha

Each line ends with the Mulliken charge.
Atoms and positions in Å:
C: 2.28211 0.39234 0.49216  0.239
C: 2.14196 1.55916 0.01612  -0.114
C: -0.57844 -0.37647 0.96722  -0.679
C: -1.63485 -0.86986 -1.11269  -0.684
N: -1.09785 0.04152 -0.22138  -0.094
S: 1.38248 -1.01779 0.82620  0.027
Br: 2.14196 3.32150 0.02690  0.240
H: 3.28390 0.14700 0.38260  0.307
H: -0.42641 0.49555 1.63698  0.406
H: -1.22589 -1.25520 1.40540  0.370
H: -2.69160 -0.64746 -1.40520  0.281
H: -1.05391 -0.98628 -2.06775  0.278
H: -1.60622 -1.75437 -0.48538  0.240
H: -0.91724 0.95034 -0.46119  0.184


8.
Molecular formula: C4H7BrNS
Method: DFT, the ωB97M-V functional and the def2-TZVPD basis

Values from the calculation:
**Calculated total energy**: -86619.5811 eV
**Charge**: +1
**LUMO**: -4.03 eV
**ΔE to the lowest compared entry with this formula, charge and spin**: 299.71 kJ/mol
**HOMO-LUMO gap**: 0.3103 Ha
**SMILES string**: C[N@H+]1CSC=C1Br

Each line ends with the Mulliken charge.
Atoms and positions in Å:
C: 1.24908 1.50398 -0.68887  0.006
C: 1.21085 0.19707 0.10290  -0.174
C: -0.88265 -0.11575 -1.23140  -0.594
C: -0.79092 -0.50717 1.25925  -0.762
N: -0.07744 -0.61711 -0.02520  0.016
S: -0.06322 1.67353 -1.65945  -0.019
Br: 2.53068 -0.39085 1.31596  -0.026
H: 2.15817 2.15558 -0.75768  0.378
H: -0.55356 -0.72248 -2.13225  0.397
H: -1.94085 -0.14848 -1.05489  0.426
H: -0.02936 -0.69531 2.10863  0.259
H: -1.31941 0.44690 1.33176  0.367
H: -1.64611 -1.17322 1.50938  0.356
H: 0.15474 -1.60669 -0.07815  0.370


Q: What is the calculated total energy in the fifth record?
A: -81372.8486 eV


Q: What is the formula in the first record?
A: C4H7Br


Q: What is the ΔE to the lowest compared entry with this formula, charge and spin in the sixth record?
A: 137.86 kJ/mol